(1)
{"formula": "C42H67BBrI2N5O7S", "method": "ωB97M-V/def2-TZVPD", "symbols": ["C", "C", "O", "B", "O", "N", "C", "C", "C", "N", "C", "C", "C", "O", "Br", "C", "C", "S", "C", "C", "C", "C", "O", "I", "C", "O", "C", "C", "C", "C", "C", "C", "C", "C", "C", "O", "N", "C", "C", "C", "C", "C", "O", "I", "C", "H", "H", "H", "H", "H", "H", "H", "H", "H", "H", "H", "H", "H", "H", "H", "H", "H", "H", "H", "H", "H", "H", "H", "H", "H", "H", "H", "H", "H", "H", "H", "H", "H", "H", "H", "H", "H", "C", "C", "N", "C", "C", "C", "C", "H", "H", "H", "H", "H", "H", "H", "H", "H", "H", "H", "H", "H", "H", "H", "C", "C", "N", "C", "C", "C", "C", "H", "H", "H", "H", "H", "H", "H", "H", "H", "H", "H", "H", "H", "H", "H"], "coordinates": [[4.3393, -1.1678, -1.5247], [3.1895, -0.4967, -2.4445], [1.9081, -0.8042, -1.8228], [1.5701, 0.1946, -0.8077], [2.1622, 0.0233, 0.4908], [0.6021, 1.2739, -1.2239], [1.3514, 2.5491, -1.1905], [1.9627, 3.0332, -2.5370], [2.8169, 4.3459, -2.6398], [3.3674, 4.6587, -3.9638], [3.0298, 5.2261, -1.3630], [3.8595, 6.5856, -1.4200], [3.5928, 7.4796, -2.7169], [4.6120, 7.8576, -3.3608], [1.8254, 8.0207, -3.4121], [2.4091, 4.7278, -0.0055], [1.6076, 3.4142, 0.0844], [0.8696, 2.7391, 1.6661], [-0.7082, 1.9645, 1.0249], [-2.0320, 1.9943, 1.8235], [-2.1194, 2.6716, 3.2728], [-1.1021, 1.9232, 4.2686], [-1.0124, 0.6792, 4.1523], [0.1050, 3.0538, 5.7312], [-3.3117, 1.3552, 1.1711], [-4.5174, 1.4669, 1.9656], [-5.0764, 2.8003, 1.7989], [-6.0602, 2.9425, 0.5117], [-5.2453, 3.6769, -0.6589], [-7.4117, 3.7943, 0.8857], [-7.4017, 5.2883, 0.2950], [-8.7476, 3.0823, 0.2929], [-3.2950, 0.6865, -0.2523], [-4.6863, 0.1270, -0.7913], [-4.6263, -1.2988, -1.4976], [-4.3632, -2.2913, -0.7455], [-4.8893, -1.6036, -2.9057], [-5.3777, -0.4255, -3.6859], [-6.0590, -2.5852, -2.9213], [-1.9394, 0.6776, -0.9938], [-1.7993, 0.0208, -2.4371], [-1.1758, -1.4663, -2.2638], [-0.7355, -2.1393, -3.2300], [-0.9981, -2.4678, -0.3003], [-0.6226, 1.3026, -0.4023], [4.7614, -2.0931, -2.0746], [5.1604, -0.4175, -1.2711], [3.9327, -1.5682, -0.5268], [3.1845, -1.0383, -3.4663], [3.3589, 0.6118, -2.6632], [1.3971, -0.0005, 1.1212], [1.8015, 2.3814, -3.4737], [4.3678, 4.9356, -3.8971], [3.2903, 3.8174, -4.5699], [3.5636, 7.2395, -0.5120], [4.9921, 6.4079, -1.2990], [2.5744, 5.3795, 0.9143], [-1.8371, 3.7816, 3.1264], [-3.1672, 2.5884, 3.7435], [-4.2427, 3.5828, 1.6329], [-5.5964, 3.0755, 2.7810], [-6.4585, 1.8980, 0.2147], [-4.7906, 4.6647, -0.2663], [-5.9472, 3.8737, -1.5573], [-4.3664, 3.0777, -1.0792], [-7.4706, 3.8081, 2.0266], [-7.4431, 5.3144, -0.8570], [-6.4529, 5.7981, 0.6834], [-8.3316, 5.8394, 0.6606], [-9.6068, 3.8280, 0.5117], [-9.0187, 2.1159, 0.8439], [-8.7179, 2.9492, -0.8399], [-5.3619, -0.0024, 0.1385], [-5.1711, 0.9606, -1.4050], [-5.7157, -0.6676, -4.7512], [-6.3101, -0.0173, -3.1319], [-4.6454, 0.4467, -3.7580], [-5.7574, -3.5987, -3.3763], [-6.5790, -2.6746, -1.9124], [-6.8521, -2.1591, -3.6490], [-2.7762, -0.1134, -3.0059], [-1.0150, 0.5958, -3.0610], [4.8427, -2.5777, 6.7071], [4.6889, -1.5639, 5.5792], [3.5514, -1.8220, 4.6992], [3.5637, -1.0015, 3.4888], [3.4099, 0.5103, 3.6535], [2.2520, -1.9501, 5.3484], [1.7529, -0.7623, 6.1715], [4.9314, -3.5948, 6.3167], [5.7487, -2.3564, 7.2780], [4.0044, -2.5430, 7.4067], [5.6078, -1.6078, 4.9839], [4.6432, -0.5582, 6.0140], [2.7879, -1.3606, 2.8035], [4.5072, -1.1895, 2.9629], [2.3766, 0.7896, 3.8678], [3.6863, 1.0120, 2.7212], [4.0545, 0.9128, 4.4384], [2.2768, -2.8292, 6.0011], [1.4945, -2.1996, 4.5972], [2.5353, -0.3206, 6.7925], [0.9530, -1.0927, 6.8420], [1.3302, 0.0158, 5.5376], [1.3708, -4.7449, -2.7288], [2.4681, -5.6682, -3.2450], [3.7916, -5.3852, -2.6911], [4.8653, -6.1018, -3.3763], [4.8771, -7.6272, -3.2782], [3.8882, -5.3640, -1.2362], [3.4940, -6.6346, -0.4821], [1.6100, -3.6964, -2.9229], [0.4297, -4.9739, -3.2356], [1.1989, -4.8721, -1.6574], [2.5094, -5.5378, -4.3323], [2.1680, -6.7073, -3.0640], [5.8316, -5.7203, -3.0278], [4.8269, -5.8323, -4.4385], [5.2329, -7.9657, -2.3042], [5.5617, -8.0389, -4.0257], [3.8946, -8.0653, -3.4669], [3.2703, -4.5411, -0.8614], [4.9068, -5.0844, -0.9443], [2.5849, -7.0932, -0.8759], [3.3074, -6.3926, 0.5690], [4.2932, -7.3757, -0.4966]], "lowdin_charge": [-0.068, -0.208, -0.052, -0.665, 0.087, 0.050, -0.153, 0.059, -0.183, 0.052, -0.126, -0.142, -0.737, -0.056, 0.666, -0.007, -0.357, 0.909, -0.288, -0.090, -0.148, -0.755, -0.035, 0.751, -0.075, -0.125, -0.158, -0.264, -0.095, -0.350, -0.117, -0.102, -0.037, -0.054, -0.380, -0.031, -0.142, -0.130, -0.073, -0.098, -0.092, -0.648, -0.057, 0.929, -0.116, 0.079, 0.076, 0.082, 0.132, 0.104, 0.093, 0.117, 0.099, 0.089, 0.130, 0.137, 0.103, 0.120, 0.131, 0.128, 0.132, 0.122, 0.092, 0.089, 0.070, 0.123, 0.085, 0.080, 0.080, 0.080, 0.080, 0.082, 0.138, 0.094, 0.102, 0.102, 0.086, 0.104, 0.102, 0.086, 0.093, 0.140, -0.095, -0.273, -0.189, -0.242, -0.091, -0.242, -0.092, 0.078, 0.071, 0.063, 0.117, 0.095, 0.104, 0.112, 0.035, 0.065, 0.069, 0.100, 0.117, 0.070, 0.077, 0.006, -0.098, -0.266, -0.192, -0.255, -0.093, -0.254, -0.085, 0.068, 0.076, 0.049, 0.117, 0.095, 0.110, 0.107, 0.054, 0.069, 0.066, 0.098, 0.114, 0.069, 0.073, 0.053], "smiles": "CCOB(O)N1c2cc(N)c(CC(=O)Br)cc2Sc2c(CC(=O)I)c(OC[C@H](C)C(C)C)c(CC(=O)N(C)C)c(CC(=O)I)c21.CCN(CC)CC.CCN(CC)CC", "multiplicity": 1, "energy_ha": -6033.09121}

(2)
{"formula": "C42H68BaGeN7O5P3S3Sb", "method": "ωB97M-V/def2-TZVPD", "symbols": ["Ba", "C", "C", "C", "P", "C", "N", "Ge", "N", "C", "P", "C", "C", "C", "C", "C", "C", "C", "C", "C", "C", "C", "C", "N", "C", "C", "C", "C", "C", "C", "C", "C", "C", "C", "C", "C", "N", "C", "P", "C", "C", "C", "C", "C", "C", "C", "C", "C", "H", "H", "H", "H", "H", "H", "H", "H", "H", "H", "H", "H", "H", "H", "H", "H", "H", "H", "H", "H", "H", "H", "H", "H", "H", "H", "H", "H", "H", "H", "H", "H", "H", "H", "H", "H", "H", "H", "H", "H", "H", "H", "H", "H", "H", "H", "H", "H", "H", "H", "H", "H", "H", "H", "H", "H", "H", "H", "H", "H", "S", "Sb", "S", "S", "O", "H", "H", "O", "H", "H", "O", "H", "H", "O", "H", "H", "O", "N", "C", "C", "N", "C", "N"], "coordinates": [[15.1413, 14.4157, 15.0631], [11.5236, 12.3880, 16.8899], [10.7925, 13.0032, 15.6876], [9.3296, 13.2331, 16.0037], [11.7572, 14.5209, 15.1476], [11.3585, 14.6576, 13.3108], [11.7669, 13.5653, 12.4562], [13.7922, 13.2591, 12.1886], [13.7933, 11.2505, 12.1434], [13.6435, 10.4807, 13.3709], [14.9790, 10.6422, 14.6038], [16.4121, 9.7660, 13.8107], [16.9714, 10.5810, 12.6364], [17.5021, 9.5642, 14.8557], [14.2792, 9.5091, 15.9249], [14.9103, 9.7485, 17.3154], [14.1661, 8.0165, 15.6398], [13.9516, 10.6067, 10.9277], [14.6303, 9.4147, 10.6772], [14.6387, 8.9127, 9.3683], [14.0910, 9.5906, 8.3068], [13.3578, 10.7578, 8.5307], [13.2249, 11.1822, 9.8574], [12.2281, 12.1040, 10.2486], [11.1565, 11.7293, 11.0346], [10.2896, 10.6983, 10.6913], [9.1284, 10.4415, 11.3558], [8.7222, 11.3847, 12.3397], [9.5678, 12.4498, 12.6557], [10.8429, 12.5970, 12.0676], [12.1106, 13.2732, 9.5120], [10.9966, 13.5306, 8.8064], [10.8822, 14.7017, 7.9819], [11.9679, 15.5226, 7.9113], [13.1436, 15.2587, 8.6383], [13.1941, 14.1657, 9.5242], [14.2163, 13.8326, 10.3799], [15.4238, 14.6591, 10.3117], [17.1418, 13.8939, 10.4397], [17.4368, 13.0816, 8.7966], [17.1444, 11.6017, 9.0486], [16.6419, 13.6582, 7.6405], [18.0798, 15.5639, 10.2908], [17.4127, 16.7506, 9.5814], [19.4161, 15.2076, 9.6897], [11.0323, 16.0455, 15.9062], [9.7047, 16.5112, 15.3225], [10.9930, 16.0107, 17.4170], [10.9653, 11.5159, 17.2944], [11.4735, 13.1192, 17.7190], [12.5512, 12.1382, 16.6556], [10.8513, 12.2524, 14.8687], [9.2031, 13.6634, 16.9906], [8.7846, 12.3050, 16.0188], [8.7821, 13.8587, 15.3447], [11.8732, 15.6007, 12.9939], [10.2499, 14.8489, 13.1918], [13.4527, 9.4378, 13.1218], [12.7708, 10.8405, 13.8808], [16.0180, 8.7821, 13.4923], [17.4168, 11.5392, 12.9465], [16.1846, 10.8185, 11.9439], [17.7401, 10.0317, 12.1240], [17.6942, 10.4972, 15.4045], [18.4826, 9.2528, 14.4654], [17.2814, 8.7659, 15.5856], [13.2829, 9.9727, 15.9700], [15.9928, 9.4429, 17.4155], [14.3415, 9.1003, 18.0281], [14.8622, 10.7929, 17.6734], [15.0566, 7.5260, 16.0590], [14.1831, 7.8033, 14.5854], [13.3603, 7.6538, 16.1780], [15.1054, 8.7900, 11.4061], [15.1378, 7.9571, 9.1931], [14.2360, 9.1824, 7.3123], [12.8174, 11.2684, 7.7793], [10.5618, 10.1326, 9.8231], [8.4159, 9.6513, 11.1072], [7.7860, 11.3583, 12.8792], [9.2269, 13.1899, 13.4069], [10.2259, 12.7849, 8.9041], [9.9976, 14.9758, 7.3861], [12.0423, 16.3893, 7.2565], [13.9894, 15.9442, 8.6649], [15.3726, 15.4908, 11.0653], [15.3614, 15.1960, 9.3554], [18.5360, 13.1965, 8.6196], [16.0665, 11.5295, 9.3469], [17.8332, 11.1988, 9.7855], [17.2482, 11.0585, 8.0747], [15.5626, 13.5643, 7.7528], [16.9881, 13.0489, 6.7658], [16.8502, 14.7210, 7.4555], [18.2947, 15.7811, 11.3554], [17.4632, 16.5538, 8.4995], [17.9243, 17.7105, 9.8764], [16.3739, 16.8632, 9.8247], [19.2949, 14.9226, 8.6580], [19.8979, 14.4252, 10.2514], [20.0570, 16.0699, 9.6352], [11.7303, 16.8245, 15.6507], [8.8578, 16.0761, 15.8617], [9.6151, 16.2579, 14.2989], [9.6257, 17.5760, 15.5031], [10.1868, 15.3664, 17.6873], [10.7844, 16.9761, 17.8559], [11.9767, 15.6933, 17.7851], [17.5271, 18.8816, 18.5221], [16.6393, 16.9169, 17.8687], [14.4106, 16.6602, 17.2203], [17.4855, 14.9879, 18.5946], [13.7264, 19.6869, 15.0261], [13.1314, 20.3845, 14.8132], [13.7406, 19.5262, 15.9889], [17.8878, 12.9228, 15.8827], [18.2805, 13.4797, 16.5966], [18.6186, 12.9798, 15.2630], [15.1713, 16.8902, 13.9575], [14.8027, 17.3305, 14.7189], [15.1303, 17.5158, 13.2071], [14.7236, 13.5291, 17.8876], [15.6317, 13.7449, 18.1497], [14.2421, 14.3767, 17.8583], [17.3267, 16.5421, 15.9163], [17.7078, 17.5618, 15.1500], [18.3462, 17.1318, 14.1310], [18.9914, 18.1968, 13.4048], [19.5798, 18.8505, 12.6756], [18.7929, 15.7564, 13.8646], [19.2744, 14.7170, 13.7877]], "lowdin_charge": [1.280, -0.132, -0.538, -0.127, 0.983, -0.417, -0.183, 0.956, -0.212, -0.403, 1.009, -0.551, -0.132, -0.137, -0.556, -0.127, -0.101, -0.272, -0.038, -0.113, -0.118, 0.001, -0.171, -0.053, -0.216, -0.032, -0.103, -0.082, -0.046, -0.243, -0.234, 0.003, -0.093, -0.128, -0.026, -0.249, -0.200, -0.447, 1.073, -0.592, -0.142, -0.107, -0.547, -0.106, -0.158, -0.577, -0.107, -0.137, 0.090, 0.075, 0.037, 0.092, 0.067, 0.078, 0.043, 0.088, 0.078, 0.093, 0.056, 0.095, 0.069, 0.017, 0.073, 0.054, 0.078, 0.063, 0.075, 0.078, 0.081, 0.057, 0.080, 0.056, 0.050, 0.090, 0.100, 0.094, 0.103, 0.115, 0.094, 0.090, 0.081, 0.115, 0.096, 0.096, 0.089, 0.074, 0.029, 0.091, 0.065, 0.057, 0.087, 0.067, 0.089, 0.064, 0.053, 0.071, 0.093, 0.032, 0.054, 0.073, 0.074, 0.072, 0.073, 0.036, 0.079, 0.048, 0.082, 0.014, -0.176, 0.205, -0.061, -0.006, -0.060, 0.012, 0.032, -0.171, -0.018, -0.001, -0.254, -0.069, 0.079, -0.255, -0.118, -0.100, -0.536, 0.034, -0.302, -0.178, 0.163, -0.141, 0.209], "multiplicity": 1, "e_above_lowest_kcal_mol": 0.00, "energy_ha": -6962.13963, "charge": -1}

Per-record maximum force, hartree/bohr: 0.1114, 0.0529
Per-record HOMO level, eV: -7.745, -4.731